[1]
The following is a quantum chemistry calculation of a molecular structure, C29H29N5O6SSn, from the OMol25 dataset.

The energy above the lowest of the compared OMol25 structures with the same formula, charge and spin is 0.000 eV. As for the frontier orbital gap: 6.174 eV. The value obtained for the max |F| is 0.553 eV/A. The total charge is -2.

Last column: Löwdin charge in e.
Geometry (Å):
Sn 0.08 -0.32 -0.85  1.37
S 3.47 -1.16 -2.06  0.50
O 1.15 1.47 -0.52  -0.22
O 3.00 -2.40 -2.66  -0.35
O -1.87 0.96 -1.78  -0.21
O 3.02 2.59 -0.02  0.00
O 4.92 -1.01 -1.95  -0.36
O 0.45 -0.54 1.33  -0.22
N 2.70 -0.93 -0.72  -0.29
N -0.89 -3.73 -1.59  0.14
N 0.93 -4.90 -0.36  -0.09
N -2.02 -0.55 0.65  -0.07
N -1.70 -1.27 1.78  0.05
C -0.21 -3.61 4.94  -0.11
C 0.09 -1.98 3.19  -0.15
C -3.27 -0.50 0.39  -0.11
C 3.06 2.41 -3.91  -0.04
C 2.89 -5.49 -1.72  -0.17
C -6.01 0.87 -1.72  -0.16
C -3.88 0.21 -0.71  -0.15
C -3.93 1.64 -2.67  -0.04
C 2.94 0.13 -3.17  -0.28
C 1.42 -1.83 3.57  -0.03
C 3.86 -4.90 -0.67  -0.18
C 3.16 -4.60 0.66  -0.18
C 3.58 1.36 -3.16  -0.06
C 1.91 2.24 -4.67  -0.28
C 1.29 1.00 -4.68  -0.04
C 1.61 -5.99 -1.05  -0.17
C -0.06 -4.29 -1.02  -0.33
C -0.42 -1.21 2.02  -0.49
C 1.32 3.40 -5.43  -0.07
C -3.13 0.93 -1.71  -0.40
C 1.79 -3.98 0.45  -0.13
C 2.41 1.53 -0.18  -0.64
C 1.80 -0.06 -3.94  -0.09
C 1.12 -3.46 5.32  -0.12
C -0.72 -2.87 3.89  -0.04
C 1.93 -2.57 4.63  -0.10
C -5.28 0.20 -0.76  -0.10
C 3.13 0.20 0.09  -0.23
C -5.30 1.61 -2.68  -0.14
H -0.84 -4.31 5.47  0.09
H 1.31 -1.02 -3.93  0.10
H 2.04 3.82 -6.14  0.07
H 0.37 0.86 -5.24  0.11
H 2.62 -4.70 -2.43  0.09
H -3.95 -1.02 1.07  0.11
H -1.75 -2.98 3.57  0.10
H 4.46 1.50 -2.55  0.11
H 0.44 3.10 -5.99  0.07
H 2.98 -2.45 4.91  0.09
H 4.21 0.38 0.04  0.10
H 2.88 -0.04 1.13  0.09
H -5.84 2.16 -3.44  0.08
H 4.28 -3.98 -1.07  0.09
H 1.29 -3.80 1.40  0.11
H -5.81 -0.37 0.01  0.09
H 4.69 -5.58 -0.49  0.10
H 3.75 -3.91 1.25  0.11
H 1.52 -4.04 6.14  0.09
H 3.05 -5.51 1.25  0.10
H -7.09 0.84 -1.73  0.07
H 3.55 3.38 -3.87  0.11
H 0.92 -6.40 -1.78  0.12
H 2.05 -1.15 3.01  0.11
H 1.83 -6.78 -0.33  0.11
H 1.03 4.20 -4.75  0.08
H 3.36 -6.30 -2.28  0.10
H -3.38 2.21 -3.41  0.10
H 1.90 -3.02 -0.07  0.09

---

[2]
The following is a quantum chemistry calculation of C2H5NS2 in the gas phase in a non-equilibrium geometry, from the OMol25 dataset.

The energy above the lowest of the compared OMol25 structures with the same formula, charge and spin is 3.511 eV. As for the frontier orbital gap (alpha / beta): 5.889 / 5.887 eV. The value obtained for the max |F| is 2.543 eV/A.

Last column: Löwdin charge in e.
Geometry (Å):
S -1.26 -1.56 -1.55  0.44
S -0.82 1.33 -1.05  0.95
N -1.84 1.87 -0.05  -0.32
C 0.88 -0.79 -0.01  -0.19
C -0.54 -0.35 -0.36  -1.09
H 0.84 -1.87 0.40  0.11
H -1.19 -0.14 0.46  0.01
H 1.32 -0.01 0.59  0.06
H 1.39 -0.79 -0.90  0.02
H -2.28 2.68 -0.50  0.00